[1]
The following is a DFT calculation (ωB97M-V/def2-TZVPD) of a structure of composition C31H25AsFN4O9STeTi.

Calculated values
⟨S²⟩: 0.7556
charge: -2
2S+1: 2
LUMO (alpha / beta): 3.52 / 3.52 eV
frontier orbital gap (alpha / beta): 0.1566 / 0.1560 hartree
strongest force on any atom: 3.8 eV Å⁻¹
HOMO energy (alpha / beta): -0.74 / -0.73 eV

Last column: Mulliken charge in e.
Geometry (Å):
Ti -0.044 -1.351 1.126  0.45
C -2.880 -0.369 5.684  -0.35
C -1.988 0.368 4.971  -0.82
C -1.108 -0.256 4.068  0.06
C -1.138 -1.664 3.779  0.28
C -2.092 -2.393 4.563  -0.87
C -2.903 -1.749 5.465  -0.42
N -0.378 -2.244 2.815  0.72
N -0.156 -3.653 2.914  -1.06
C 0.707 -4.025 1.983  0.32
C 1.213 -5.356 1.871  -0.73
C 2.147 -5.682 0.938  -0.07
C 2.591 -4.712 -0.016  -1.25
C 2.056 -3.465 0.113  -0.17
N 1.153 -3.100 1.034  0.58
H -3.562 0.041 6.458  0.29
H -1.785 1.448 5.083  0.34
H -0.351 0.321 3.541  0.24
H -2.164 -3.411 4.366  0.48
H -3.655 -2.314 6.029  0.26
H 0.835 -6.143 2.497  0.44
H 2.524 -6.678 0.827  0.38
H 3.220 -4.994 -0.850  0.38
H 2.322 -2.648 -0.529  0.54
O 3.185 -0.467 3.415  -0.61
As 2.681 0.531 1.975  0.79
O 3.023 2.211 2.172  -0.79
O 1.061 0.119 1.824  0.79
C 3.941 0.033 0.662  0.36
C 5.231 0.015 1.157  -0.70
C 6.336 -0.176 0.293  -0.72
C 6.047 -0.271 -1.060  -0.61
C 4.742 -0.121 -1.547  -0.43
C 3.660 -0.049 -0.688  -0.47
S 1.974 0.207 -1.411  1.46
O 1.311 1.350 -0.777  -0.60
O 2.231 0.401 -2.853  -0.87
O 1.284 -1.053 -1.156  -0.80
H 2.869 -0.050 4.243  0.22
H 5.357 0.149 2.204  0.50
H 7.316 -0.263 0.667  0.45
H 6.915 -0.319 -1.733  0.31
H 4.498 0.005 -2.605  0.45
C -3.249 0.851 -5.377  -1.81
C -3.247 1.789 -4.245  0.45
C -2.735 3.122 -4.810  -1.07
C -2.823 4.218 -3.764  -1.04
C -2.376 3.801 -2.424  1.11
C -2.147 4.708 -1.388  -0.79
C -1.754 4.305 -0.137  0.04
F -1.474 5.220 0.778  -0.36
C -1.558 2.976 0.195  -1.35
C -1.774 2.033 -0.809  0.74
C -1.549 0.629 -0.487  1.37
O -1.182 0.271 0.703  -0.73
C -1.905 -0.303 -1.468  -0.18
C -2.303 0.097 -2.700  0.02
N -2.434 1.410 -3.073  0.08
C -2.172 2.453 -2.126  -0.56
C -1.805 -1.744 -1.161  0.12
O -2.208 -2.529 -2.040  -0.83
O -1.435 -2.141 -0.009  -0.48
H -3.916 1.371 -6.077  0.46
H -3.774 -0.087 -5.170  0.54
H -2.269 0.632 -5.757  0.33
H -4.234 2.022 -3.814  0.29
H -3.415 3.447 -5.589  0.40
H -1.700 3.046 -5.196  0.36
H -3.862 4.524 -3.766  0.33
H -2.253 5.126 -4.087  0.40
H -2.233 5.763 -1.632  0.47
H -1.213 2.658 1.145  0.81
H -2.606 -0.645 -3.502  0.41
Te 3.378 2.753 4.275  -0.31

Forces on atoms 1 to 2 (eV/Å):
0.9 -0.8 -0.4
-1.2 -0.4 1.2

[2]
The following is a DFT calculation (ωB97M-V/def2-TZVPD) of a cluster of 14 separate species, C56H84O28 in total.

Calculated values
LUMO: -0.30 eV
frontier orbital gap: 0.3287 hartree
strongest force on any atom: 4.9 eV Å⁻¹
HOMO energy: -9.24 eV

Last column: Mulliken charge in e.
Geometry (Å):
O 0.165 -3.027 3.088  -0.01
C 1.044 -3.853 2.867  -0.12
O 1.386 -4.749 3.733  -0.41
C 2.230 -5.773 3.247  -0.65
C 2.855 -5.172 1.993  -0.56
C 1.783 -4.161 1.524  1.07
H 1.734 -6.735 3.124  0.30
H 3.071 -5.861 3.935  0.35
H 2.946 -5.922 1.207  0.33
H 3.767 -4.618 2.215  0.30
H 1.015 -4.546 0.853  -0.04
H 2.148 -3.264 1.024  -0.59
O 8.718 -2.425 -1.435  -0.65
C 7.501 -2.654 -1.384  0.34
O 6.763 -3.284 -2.256  -0.37
C 5.517 -3.736 -1.701  -0.30
C 5.282 -2.551 -0.775  1.05
C 6.634 -2.102 -0.311  -0.18
H 5.730 -4.737 -1.325  0.27
H 4.757 -3.799 -2.479  0.03
H 4.735 -2.843 0.121  -0.33
H 4.729 -1.876 -1.428  -0.34
H 6.903 -2.573 0.635  0.36
H 6.653 -1.012 -0.327  0.14
O -6.234 4.066 -0.016  -0.60
C -5.987 2.948 -0.329  0.46
O -6.038 1.927 0.509  -0.27
C -5.463 0.790 -0.084  -0.18
C -4.512 1.450 -1.124  0.56
C -5.432 2.522 -1.679  -0.38
H -6.282 0.289 -0.601  0.46
H -4.985 0.022 0.524  -0.14
H -4.275 0.743 -1.920  0.01
H -3.580 1.745 -0.642  -0.25
H -6.308 2.129 -2.194  0.34
H -5.021 3.396 -2.184  0.01
O 5.234 3.732 -2.094  -0.62
C 4.721 4.390 -1.189  0.33
O 5.364 4.936 -0.121  -0.39
C 4.498 5.491 0.866  -0.28
C 3.235 5.807 -0.011  -0.51
C 3.253 4.722 -1.109  0.78
H 5.031 6.405 1.128  0.35
H 4.319 4.851 1.730  0.14
H 3.314 6.775 -0.504  0.38
H 2.377 5.791 0.662  0.20
H 2.801 5.016 -2.056  0.14
H 2.777 3.770 -0.873  -0.59
O 0.109 2.249 4.301  -0.55
C -0.586 2.865 3.518  0.10
O -1.895 2.580 3.269  -0.31
C -2.440 3.192 2.124  0.21
C -1.338 4.095 1.559  -0.42
C -0.102 3.870 2.422  0.38
H -3.237 3.919 2.282  0.54
H -2.639 2.536 1.278  -0.44
H -1.677 5.123 1.683  0.64
H -1.061 3.750 0.563  -0.35
H 0.444 4.725 2.823  0.54
H 0.571 3.204 1.882  -0.50
O -9.268 1.070 4.633  -0.62
C -8.144 0.594 4.445  0.47
O -7.079 1.142 3.818  -0.36
C -5.836 0.419 4.057  0.50
C -6.164 -0.575 5.146  -0.30
C -7.701 -0.791 4.805  -0.54
H -5.130 1.199 4.341  0.13
H -5.570 -0.080 3.125  -0.41
H -6.047 0.072 6.015  0.33
H -5.527 -1.453 5.257  0.18
H -8.314 -1.180 5.618  0.34
H -7.874 -1.350 3.885  0.25
O 2.045 -3.102 -1.481  -0.22
C 1.297 -3.639 -2.237  -0.13
O -0.006 -3.752 -1.983  0.24
C -0.742 -4.394 -3.024  -0.19
C 0.301 -4.829 -4.051  -0.98
C 1.646 -4.528 -3.479  -0.51
H -1.472 -3.733 -3.490  -0.10
H -1.152 -5.336 -2.660  0.54
H 0.072 -4.210 -4.919  0.18
H 0.126 -5.826 -4.454  0.41
H 2.295 -4.023 -4.195  0.36
H 2.206 -5.330 -2.998  0.41
O -3.117 -3.565 5.727  -0.64
C -2.487 -2.519 5.525  0.40
O -2.924 -1.407 4.759  -0.26
C -1.967 -0.430 4.699  1.08
C -0.936 -0.748 5.823  -0.61
C -1.111 -2.199 6.099  -0.25
H -2.392 0.562 4.846  0.36
H -1.458 -0.387 3.737  -0.82
H -0.999 -0.003 6.617  0.47
H 0.074 -0.592 5.443  0.02
H -1.176 -2.430 7.162  0.41
H -0.367 -2.865 5.663  -0.05
O 5.593 0.996 1.082  -0.64
C 4.586 0.763 1.766  0.53
O 4.239 -0.477 2.144  -0.26
C 3.341 -0.429 3.206  0.00
C 2.764 0.960 3.230  1.04
C 3.795 1.810 2.523  -0.09
H 3.724 -0.784 4.162  0.22
H 2.572 -1.151 2.930  -0.29
H 2.753 1.312 4.262  0.53
H 1.816 1.089 2.708  -1.12
H 4.539 2.235 3.198  0.44
H 3.417 2.630 1.913  -0.40
O 0.893 -1.548 -6.153  -0.63
C -0.215 -1.221 -5.668  0.27
O -1.292 -1.130 -6.457  -0.37
C -2.449 -0.786 -5.761  -0.51
C -2.022 -0.819 -4.310  0.02
C -0.534 -0.900 -4.219  1.76
H -3.160 -1.600 -5.901  0.31
H -2.856 0.177 -6.067  0.26
H -2.342 -1.791 -3.933  -0.08
H -2.486 -0.053 -3.690  0.14
H -0.130 -1.651 -3.540  -1.49
H -0.045 0.063 -4.068  0.29
O 5.899 -0.535 -4.165  -0.54
C 5.115 0.258 -4.520  0.35
O 4.865 0.376 -5.860  -0.43
C 3.953 1.470 -6.182  -0.41
C 3.751 2.113 -4.821  -0.40
C 4.293 1.217 -3.712  1.06
H 3.041 0.973 -6.513  0.15
H 4.195 2.114 -7.027  0.30
H 2.670 2.237 -4.890  0.22
H 4.129 3.130 -4.723  0.30
H 3.542 0.849 -3.014  -0.61
H 4.996 1.781 -3.099  0.09
O -3.382 -2.693 -1.606  -0.72
C -3.252 -2.987 -0.405  0.35
O -3.010 -2.067 0.512  0.08
C -3.014 -2.634 1.853  1.00
C -2.755 -4.117 1.586  -0.36
C -3.355 -4.352 0.205  -0.56
H -3.948 -2.416 2.371  0.22
H -2.165 -2.193 2.376  -0.94
H -3.371 -4.624 2.328  0.63
H -1.704 -4.402 1.536  -0.21
H -4.344 -4.811 0.233  0.26
H -2.739 -4.976 -0.442  0.19
O -0.815 7.937 -4.149  -0.64
C -1.181 6.808 -3.713  0.44
O -2.137 6.132 -4.343  -0.36
C -2.181 4.731 -3.948  -0.16
C -1.348 4.629 -2.731  0.51
C -0.558 5.930 -2.662  -0.11
H -1.844 4.027 -4.709  0.24
H -3.217 4.560 -3.656  0.07
H -0.669 3.783 -2.839  -0.10
H -2.016 4.518 -1.877  -0.10
H 0.490 5.720 -2.875  -0.06
H -0.665 6.508 -1.744  0.29
O 1.039 2.117 -1.154  -0.54
C 0.786 1.144 -0.457  -0.59
O -0.040 1.314 0.561  0.41
C -0.424 0.082 1.126  0.29
C 0.064 -0.948 0.097  1.34
C 1.194 -0.334 -0.660  1.00
H -1.511 0.013 1.172  -0.01
H 0.064 -0.040 2.093  -0.53
H -0.792 -1.208 -0.527  -0.48
H 0.442 -1.830 0.612  -0.65
H 1.183 -0.712 -1.682  0.31
H 2.102 -0.619 -0.128  -0.42

Forces on atoms 1 to 2 (eV/Å):
1.3 -0.6 -0.2
-1.4 1.4 -2.4

[3]
The following is a DFT calculation (ωB97M-V/def2-TZVPD) of a cluster of 12 separate species, C38H114N11O2 in total.

Calculated values
charge: +3
LUMO: -6.49 eV
frontier orbital gap: 0.1424 hartree
strongest force on any atom: 2.0 eV Å⁻¹
HOMO energy: -10.37 eV

Last column: Mulliken charge in e.
Geometry (Å):
N 5.726 1.664 3.792  -0.44
H 5.945 0.810 4.285  0.40
H 5.563 1.536 2.803  0.36
H 6.477 2.335 3.868  0.41
H 4.903 2.049 4.232  0.19
N 5.670 5.006 -2.045  -0.44
H 6.322 5.396 -1.379  0.40
H 5.207 4.213 -1.624  0.36
H 6.174 4.669 -2.852  0.40
H 5.073 5.769 -2.332  0.21
N 0.776 -2.560 -5.212  -0.53
H 1.610 -2.985 -5.591  0.38
H 0.896 -1.583 -5.436  0.38
H 0.817 -2.690 -4.211  0.33
H -0.076 -2.948 -5.591  0.39
N 6.177 -2.629 -1.045  -0.60
H 5.251 -2.946 -1.290  0.37
H 6.760 -2.605 -1.869  0.39
H 6.519 -3.080 -0.208  0.39
H 5.986 -1.679 -0.762  0.33
N 1.561 -6.461 1.302  -0.37
H 1.450 -5.619 0.756  0.39
H 0.706 -6.678 1.792  0.28
H 2.318 -6.360 1.964  0.39
H 1.770 -7.225 0.675  0.20
O 1.773 -1.990 -0.919  -0.90
C 1.550 -0.770 -0.184  -0.37
C 2.323 0.627 -0.535  -0.36
O 3.744 0.784 -0.341  -0.92
H 1.873 -0.976 0.836  0.15
H 0.479 -0.573 -0.224  0.21
H 1.805 1.472 -0.082  0.23
H 2.114 0.827 -1.586  0.20
C 3.366 9.457 -1.841  -1.34
C 2.684 8.873 -3.051  -0.38
N 3.620 8.242 -3.993  0.40
C 4.635 9.098 -4.526  -0.61
C 5.703 8.487 -5.476  -1.19
C 2.823 7.690 -5.113  -0.47
C 2.000 6.407 -4.686  -1.24
H 2.640 9.869 -1.141  0.41
H 3.904 10.369 -2.101  0.35
H 4.041 8.744 -1.367  0.23
H 2.036 8.067 -2.707  0.24
H 2.152 9.620 -3.640  0.37
H 4.219 9.968 -5.034  0.36
H 5.151 9.504 -3.656  0.38
H 6.146 7.596 -5.030  0.19
H 5.253 8.179 -6.420  0.35
H 6.439 9.261 -5.690  0.40
H 3.520 7.411 -5.904  0.24
H 2.170 8.463 -5.519  0.38
H 2.612 5.594 -4.293  0.19
H 1.549 6.016 -5.598  0.41
H 1.214 6.599 -3.956  0.37
C -4.346 2.402 4.223  -1.27
C -4.875 3.403 3.295  -0.42
N -4.089 3.562 2.084  0.03
C -4.608 4.707 1.238  -0.48
C -3.643 5.108 0.067  -1.26
C -3.927 2.353 1.308  -0.65
C -5.230 1.642 0.849  -1.14
H -4.308 1.377 3.856  0.28
H -4.890 2.444 5.166  0.42
H -3.353 2.716 4.547  0.25
H -5.915 3.192 3.047  0.35
H -4.945 4.334 3.857  0.43
H -5.595 4.499 0.827  0.33
H -4.692 5.590 1.872  0.45
H -3.811 6.168 -0.121  0.41
H -2.620 4.949 0.407  0.33
H -3.797 4.551 -0.857  0.26
H -3.416 1.612 1.922  0.31
H -3.372 2.629 0.411  0.37
H -5.120 0.780 0.190  0.42
H -5.775 2.336 0.209  0.29
H -6.015 1.411 1.569  0.29
C -6.502 1.493 -9.113  -1.34
C -5.694 2.270 -8.018  -0.37
N -6.104 1.909 -6.648  0.01
C -5.147 2.521 -5.734  -0.35
C -3.871 1.659 -5.714  -1.32
C -7.439 2.377 -6.391  -0.39
C -8.105 1.889 -5.113  -1.36
H -7.468 1.964 -9.298  0.33
H -6.642 0.462 -8.789  0.34
H -6.006 1.483 -10.083  0.41
H -4.650 1.970 -8.112  0.26
H -5.750 3.343 -8.198  0.37
H -4.916 3.564 -5.953  0.28
H -5.588 2.519 -4.737  0.33
H -3.312 1.681 -6.650  0.33
H -3.068 1.988 -5.055  0.43
H -4.107 0.604 -5.569  0.30
H -8.111 1.997 -7.160  0.33
H -7.479 3.464 -6.464  0.37
H -7.778 0.854 -5.009  0.34
H -9.191 1.898 -5.206  0.41
H -7.771 2.464 -4.250  0.30
C -0.885 -8.680 5.427  -1.25
C -2.142 -7.938 4.951  -0.51
N -1.815 -6.666 4.289  0.13
C -1.240 -5.734 5.249  -0.83
C -2.091 -5.352 6.486  -1.10
C -3.108 -6.168 3.741  -0.52
C -2.857 -4.878 2.911  -1.17
H -0.535 -8.310 6.391  0.28
H -0.118 -8.605 4.656  0.21
H -1.072 -9.735 5.629  0.44
H -2.681 -8.561 4.237  0.47
H -2.866 -7.847 5.760  0.36
H -0.948 -4.824 4.723  0.41
H -0.264 -6.097 5.570  0.46
H -2.891 -4.677 6.180  0.29
H -1.457 -4.905 7.251  0.39
H -2.534 -6.186 7.029  0.28
H -3.594 -6.950 3.157  0.44
H -3.782 -5.943 4.568  0.38
H -2.620 -4.032 3.557  0.28
H -2.037 -4.944 2.197  0.18
H -3.758 -4.590 2.369  0.41
C 2.135 5.204 4.049  -1.29
C 1.491 4.187 4.966  -0.46
N 2.394 3.669 6.014  0.32
C 3.056 4.681 6.861  -0.77
C 2.047 5.459 7.732  -1.01
C 1.740 2.701 6.864  -0.59
C 1.532 1.394 6.156  -1.27
H 2.416 6.097 4.609  0.29
H 1.486 5.513 3.230  0.41
H 3.029 4.741 3.631  0.22
H 0.634 4.662 5.442  0.31
H 1.047 3.358 4.414  0.39
H 3.830 4.269 7.509  0.39
H 3.586 5.352 6.184  0.38
H 1.201 5.840 7.162  0.27
H 1.674 4.832 8.543  0.30
H 2.558 6.296 8.209  0.40
H 0.768 3.117 7.130  0.38
H 2.269 2.670 7.816  0.46
H 1.142 0.670 6.872  0.39
H 2.509 1.071 5.796  0.19
H 0.877 1.419 5.285  0.33
C 3.435 -8.450 -2.340  -1.18
C 3.199 -9.825 -1.704  -0.46
N 1.885 -9.926 -1.047  0.56
C 0.792 -9.996 -2.014  -0.62
C -0.592 -9.715 -1.417  -1.30
C 1.772 -11.018 -0.042  -0.52
C 2.884 -11.043 1.057  -1.39
H 2.604 -8.106 -2.955  0.31
H 4.317 -8.372 -2.977  0.38
H 3.491 -7.698 -1.553  0.22
H 3.297 -10.551 -2.512  0.31
H 3.999 -9.959 -0.975  0.30
H 0.906 -9.329 -2.869  0.36
H 0.725 -10.960 -2.518  0.36
H -1.330 -9.660 -2.217  0.42
H -0.865 -10.542 -0.762  0.36
H -0.646 -8.750 -0.913  0.20
H 1.655 -12.008 -0.483  0.32
H 0.813 -10.756 0.406  0.37
H 3.182 -10.100 1.514  0.26
H 3.768 -11.586 0.723  0.38
H 2.504 -11.688 1.849  0.41

Forces on atoms 1 to 2 (eV/Å):
0.1 0.4 0.1
0.3 -0.5 -0.1

no.,calculated total energy (a.u.)
1,-5944.0204
2,-4290.9519
3,-2267.6923